Model i:
2 unconnected molecules or ions with the total composition C3H2ClF2N. Source: the OMol25 dataset; level of theory: ωB97M-V/def2-TZVPD.

Last column: Mulliken charge in e.
Geometry (Å):
N 2.24183 2.44438 0.73841  -0.312
C 2.00574 1.36055 0.46400  0.224
C 1.44245 0.07496 0.27170  0.322
F 0.17052 -0.06917 -0.21729  -0.219
C 2.00205 -1.01752 0.80727  -0.119
F 3.21216 -0.99847 1.38263  -0.196
H 1.73893 -2.08226 0.42836  0.303
Cl -2.46327 1.93478 0.34380  -0.197
H -1.71385 1.04286 0.42088  0.195

Values from the calculation:
SMILES   N#C/C(F)=C\F.Cl
LUMO   -0.3 eV
HOMO-LUMO gap   0.387 hartree

Model ii:
2 unconnected molecules or ions with the total composition C3H2ClF2N. Source: the OMol25 dataset; level of theory: ωB97M-V/def2-TZVPD.

Last column: Mulliken charge in e.
Geometry (Å):
N -0.58178 -2.37268 0.68176  -0.376
C -0.99946 -1.34423 0.38475  0.163
C -1.77125 -0.20908 0.15950  0.268
Cl -3.37172 -0.44966 -0.38548  -0.136
C -1.36589 1.00239 0.59676  -0.130
F -2.20757 2.07048 0.51456  -0.221
H -0.53902 1.36709 1.02935  0.431
F 0.89187 -0.24227 -1.22629  -0.387
H 1.57952 -0.47281 -0.70382  0.388

Values from the calculation:
SMILES   N#C/C(Cl)=C/F.F
LUMO   0.2 eV
HOMO-LUMO gap   0.379 hartree

model ii takes first place; second place is 55.3 kJ/mol up.

Model i:
A single C4H13N2S molecule. Source: the OMol25 dataset; level of theory: ωB97M-V/def2-TZVPD.

Last column: Löwdin spin population.
Geometry (Å):
N -1.14790 0.11559 -1.10851  0.031
C 0.05978 0.08651 -0.16138  0.046
C -0.33543 0.84282 1.07245  0.189
S -2.14352 0.39865 1.60981  0.531
C 1.33186 0.58476 -0.87553  0.022
N 2.30174 -0.42909 -1.21641  0.002
C 2.17577 -1.84611 -0.97596  0.003
H -1.98130 0.11706 -0.44975  0.027
H -1.18803 0.92705 -1.72962  0.018
H -1.17030 -0.58890 -1.85592  0.026
H 0.16778 -0.97868 0.01331  0.007
H -0.21069 1.92648 1.13708  0.013
H 0.29035 0.42044 1.89109  0.014
H -1.80333 -0.88398 1.86085  0.050
H 1.82260 1.31130 -0.20668  0.009
H 1.08215 1.18533 -1.74893  0.006
H 3.22195 -0.13047 -1.45225  0.000
H 1.51416 -2.37843 -1.68605  0.002
H 3.17810 -2.27424 -0.88261  0.000
H 1.77189 -2.26927 -0.03275  0.003

Values from the calculation:
Multiplicity   2
LUMO (spin up / spin down)   0.3 / 0.2 eV
HOMO-LUMO gap (spin up / spin down)   0.108 / 0.323 hartree
Expectation value of S²   0.753

Model ii:
A single C4H13N2S molecule. Source: the OMol25 dataset; level of theory: ωB97M-V/def2-TZVPD.

Last column: Löwdin spin population.
Geometry (Å):
C 0.46679 0.35851 -1.17566  0.074
N -0.17602 0.08104 0.18221  0.129
C -1.61255 0.41533 0.45359  0.102
C -2.11040 -0.54293 1.63140  0.068
S -1.57830 -2.28531 1.21449  0.111
C 1.97782 0.01694 -0.93376  0.066
N 2.98793 0.99388 -0.56025  0.039
H 0.23117 1.45744 -1.25812  0.028
H 0.07483 -0.23315 -2.02838  0.007
H 0.06509 -0.90490 0.50781  0.043
H -2.33400 0.12755 -0.39053  0.004
H -1.80514 1.49112 0.43986  0.038
H -1.56726 -0.28460 2.51701  0.037
H -3.18778 -0.52714 1.89271  0.008
H -2.76544 -2.68210 0.70171  0.019
H 2.31667 -0.17443 -2.05092  0.007
H 2.12457 -0.95447 -0.28947  0.019
H 3.80212 1.09474 -1.28094  0.007
H 0.43713 0.62775 0.83373  0.166
H 2.65276 1.92473 -0.40648  0.029

Values from the calculation:
Multiplicity   2
LUMO (spin up / spin down)   0.7 / 0.5 eV
HOMO-LUMO gap (spin up / spin down)   0.133 / 0.358 hartree
Expectation value of S²   0.751

Model iii:
2 unconnected molecules or ions with the total composition C4H13N2S. Source: the OMol25 dataset; level of theory: ωB97M-V/def2-TZVPD.

Last column: Löwdin spin population.
Geometry (Å):
C 2.99923 -0.29608 -1.37235  -0.001
N -0.39446 -0.81018 -0.60255  0.777
C -1.03576 0.06646 0.34654  0.085
C -1.04136 -0.45132 1.79758  0.047
S -2.04745 0.75909 2.72438  0.009
C 2.33280 -0.37442 -2.72859  0.001
N 1.09754 0.42334 -2.76111  0.028
H 2.30054 -0.59518 -0.58893  -0.001
H 3.39947 0.69241 -1.14097  0.000
H -1.18937 -1.26198 -1.06759  0.023
H -0.44258 0.99323 0.38995  0.015
H -2.04945 0.41879 0.11451  0.003
H -0.02961 -0.42752 2.19023  0.000
H -1.52823 -1.41809 1.87700  0.001
H -1.91933 0.24433 3.95310  0.002
H 2.97988 -0.00632 -3.52091  0.001
H 2.15314 -1.43406 -2.95903  0.000
H 0.70196 0.36732 -3.69469  0.000
H 0.41165 -0.03807 -2.15998  0.009
H 3.83972 -0.99264 -1.29738  0.000

Values from the calculation:
Multiplicity   2
LUMO (spin up / spin down)   0.9 / -1.1 eV
HOMO-LUMO gap (spin up / spin down)   0.363 / 0.290 hartree
Expectation value of S²   0.754

model iii takes first place; second place is 263.3 kJ/mol up.